--- 1 ---
C33H32F6N2O7PSScTe | ωB97M-V/def2-TZVPD

XYZ file:
```
84
C33H32F6N2O7PSScTe ωB97M-V/def2-TZVPD
Sc -0.79 1.94 -0.29
C 4.73 0.18 4.88
C 4.11 -0.83 4.16
C 3.27 -0.50 3.10
C 3.07 0.83 2.74
C 3.70 1.83 3.47
C 4.52 1.50 4.54
P 1.99 1.32 1.33
C 1.71 2.96 1.22
C 0.52 3.51 2.03
C 0.46 5.01 2.01
C 1.17 5.73 1.14
C 2.10 5.13 0.19
C 2.33 3.81 0.22
C 2.99 0.78 -0.11
C 4.33 0.49 0.06
C 5.11 0.16 -1.06
C 4.54 0.09 -2.29
C 3.17 0.35 -2.48
C 2.57 0.24 -3.75
C 1.23 0.47 -3.87
C 0.47 0.82 -2.75
C 0.98 0.96 -1.47
C 2.36 0.71 -1.36
H 5.38 -0.08 5.71
H 4.26 -1.87 4.42
H 2.78 -1.29 2.54
H 3.53 2.86 3.19
H 5.01 2.29 5.10
H 0.57 3.15 3.07
H -0.27 5.46 2.67
H 1.03 6.81 1.10
H 2.60 5.75 -0.54
H 3.03 3.38 -0.48
H 4.79 0.53 1.04
H 6.17 -0.04 -0.92
H 5.14 -0.18 -3.16
H 3.18 -0.04 -4.60
H 0.75 0.38 -4.84
H -0.59 1.01 -2.92
F -4.12 1.25 3.78
Te -2.47 1.58 2.92
F -1.44 2.01 4.44
F 0.66 0.82 2.07
F -2.05 -0.28 3.51
F -3.05 3.40 3.12
O -0.70 3.02 1.45
N -2.70 -0.84 -3.07
C -3.02 -2.14 -2.71
C -2.66 -3.23 -3.51
C -2.84 -4.53 -3.06
C -3.38 -4.77 -1.81
C -3.82 -3.70 -1.04
C -3.64 -2.40 -1.48
S -3.43 -6.44 -1.17
O -3.67 -7.30 -2.32
O -4.49 -6.45 -0.17
O -2.09 -6.60 -0.59
H -3.10 -0.11 -2.49
H -2.64 -0.63 -4.05
H -2.21 -3.04 -4.48
H -2.54 -5.37 -3.67
H -4.28 -3.91 -0.08
H -3.97 -1.57 -0.87
C 0.09 -2.48 -0.96
N -0.66 -2.41 0.29
C -0.77 -3.65 1.03
C -1.25 -1.29 0.67
O -1.26 -0.23 0.02
H -0.40 -3.17 -1.64
H 1.09 -2.84 -0.75
H 0.14 -1.48 -1.40
H 0.22 -4.00 1.32
H -1.25 -4.41 0.41
H -1.38 -3.49 1.93
H -1.72 -1.35 1.66
C -5.18 1.80 -1.75
O -3.75 1.81 -1.73
C -3.16 1.96 -0.47
O -3.93 2.06 0.47
H -5.48 1.65 -2.79
H -5.58 2.75 -1.38
H -5.57 1.00 -1.13
F -0.56 3.36 -1.58
```

* net charge: -2
* spin multiplicity: 1
* HOMO: -2.67 eV

---

--- 2 ---
C33H32F6N2O7PSScTe | ωB97M-V/def2-TZVPD

XYZ file:
```
84
C33H32F6N2O7PSScTe ωB97M-V/def2-TZVPD
Sc 1.34 -0.85 0.35
C -3.02 2.06 5.21
C -2.89 2.52 3.91
C -2.30 1.71 2.94
C -1.87 0.43 3.26
C -2.00 -0.03 4.57
C -2.57 0.79 5.54
P -1.10 -0.54 1.93
C -0.20 -1.86 2.78
C 1.13 -1.40 3.34
C 1.99 -2.51 3.85
C 1.75 -3.79 3.55
C 0.61 -4.13 2.73
C -0.43 -3.17 2.55
C -2.45 -1.42 1.10
C -3.70 -1.59 1.61
C -4.70 -2.24 0.85
C -4.40 -2.69 -0.40
C -3.11 -2.52 -0.97
C -2.82 -2.97 -2.28
C -1.57 -2.75 -2.79
C -0.57 -2.12 -2.02
C -0.76 -1.66 -0.73
C -2.09 -1.87 -0.21
H -3.45 2.69 5.97
H -3.21 3.51 3.65
H -2.15 2.09 1.94
H -1.66 -1.02 4.83
H -2.65 0.43 6.56
H 0.98 -0.63 4.11
H 2.90 -2.18 4.34
H 2.45 -4.57 3.83
H 0.32 -5.17 2.71
H -1.34 -3.49 2.05
H -3.94 -1.22 2.60
H -5.69 -2.37 1.26
H -5.16 -3.19 -1.00
H -3.59 -3.46 -2.85
H -1.34 -3.07 -3.80
H 0.39 -1.98 -2.50
F 2.60 3.39 2.23
Te 3.08 1.48 2.39
F 2.53 1.58 4.18
F 0.96 1.54 2.22
F 4.73 2.41 2.84
F 4.20 0.02 3.20
O 1.85 -0.88 2.27
N 2.23 -0.18 -3.19
C 2.12 1.09 -3.73
C 1.37 1.28 -4.90
C 1.04 2.56 -5.33
C 1.45 3.67 -4.60
C 2.27 3.49 -3.50
C 2.61 2.21 -3.07
S 0.82 5.29 -5.05
O 1.09 5.41 -6.48
O 1.56 6.23 -4.22
O -0.60 5.20 -4.73
H 2.87 -0.33 -2.42
H 2.22 -0.94 -3.85
H 0.99 0.42 -5.43
H 0.42 2.70 -6.20
H 2.61 4.36 -2.96
H 3.22 2.08 -2.18
C -0.89 1.91 -2.32
N -0.19 2.72 -1.34
C -0.46 4.14 -1.35
C 0.72 2.20 -0.54
O 1.07 1.01 -0.57
H -0.69 2.31 -3.32
H -1.96 1.94 -2.13
H -0.53 0.88 -2.26
H -1.52 4.32 -1.17
H -0.19 4.57 -2.32
H 0.12 4.63 -0.57
H 1.18 2.89 0.17
C 2.46 -4.67 -1.12
O 1.96 -3.39 -0.70
C 1.38 -3.27 0.51
O 1.28 -4.32 1.18
H 3.21 -4.46 -1.88
H 1.66 -5.27 -1.53
H 2.92 -5.20 -0.29
F 3.12 -0.82 -0.33
```

* net charge: -2
* spin multiplicity: 1
* HOMO: -3.20 eV

---

--- 3 ---
C33H32F6N2O7PSScTe | ωB97M-V/def2-TZVPD

XYZ file:
```
84
C33H32F6N2O7PSScTe ωB97M-V/def2-TZVPD
Sc 0.66 -1.76 -1.32
C 4.35 4.62 2.30
C 3.51 4.94 1.24
C 2.67 3.97 0.71
C 2.66 2.68 1.23
C 3.50 2.37 2.31
C 4.34 3.34 2.83
P 1.63 1.36 0.53
C 0.68 2.17 -0.84
C -0.47 2.93 -0.68
C -1.13 3.45 -1.78
C -0.67 3.17 -3.06
C 0.46 2.39 -3.24
C 1.14 1.89 -2.13
C 0.29 1.04 1.72
C 0.14 1.97 2.72
C -0.93 1.90 3.63
C -1.84 0.89 3.52
C -1.71 -0.10 2.52
C -2.67 -1.13 2.44
C -2.54 -2.11 1.51
C -1.45 -2.07 0.62
C -0.50 -1.06 0.57
C -0.63 -0.05 1.58
H 5.00 5.38 2.72
H 3.51 5.93 0.82
H 2.02 4.22 -0.12
H 3.48 1.37 2.71
H 4.99 3.09 3.66
H -0.86 3.11 0.32
H -2.03 4.04 -1.64
H -1.21 3.55 -3.92
H 0.80 2.13 -4.24
H 1.99 1.24 -2.27
H 0.84 2.79 2.81
H -1.02 2.65 4.41
H -2.68 0.83 4.20
H -3.54 -1.11 3.10
H -3.30 -2.88 1.42
H -1.39 -2.89 -0.10
F 1.93 -2.70 -6.57
Te 1.66 -1.89 -4.90
F 1.37 -0.34 -5.91
F -0.14 -2.35 -5.17
F 2.05 -3.59 -4.23
F 3.49 -1.53 -4.98
O 1.40 -1.07 -3.33
N -1.22 -0.62 -2.42
C -2.54 -0.76 -1.88
C -3.25 -1.93 -2.08
C -4.47 -2.12 -1.43
C -4.98 -1.14 -0.60
C -4.29 0.05 -0.44
C -3.08 0.24 -1.08
S -6.45 -1.47 0.39
O -7.05 -0.16 0.60
O -7.25 -2.38 -0.41
O -5.92 -2.07 1.61
H -1.11 -1.15 -3.28
H -0.99 0.35 -2.60
H -2.81 -2.72 -2.68
H -5.02 -3.04 -1.56
H -4.70 0.81 0.20
H -2.52 1.16 -0.92
C 0.17 -4.47 2.34
N 1.10 -3.36 2.33
C 1.09 -2.49 3.48
C 1.58 -2.89 1.17
O 1.37 -3.43 0.07
H 0.43 -5.15 3.15
H 0.24 -4.99 1.39
H -0.85 -4.12 2.48
H 1.41 -3.03 4.37
H 0.09 -2.08 3.65
H 1.77 -1.65 3.31
H 2.18 -1.98 1.26
C 4.48 0.79 -1.14
O 4.09 0.37 0.15
C 2.72 0.03 0.25
O 2.31 -0.85 -0.70
H 5.57 0.81 -1.17
H 4.11 1.81 -1.34
H 4.11 0.11 -1.91
F -0.18 -3.26 -2.21
```

* net charge: -2
* spin multiplicity: 1
* HOMO: -1.44 eV

---

From most stable to least stable, the computed energies give 3, 1, 2.

---

--- 1 ---
C2H9N3O | ωB97M-V/def2-TZVPD

XYZ file:
```
15
C2H9N3O ωB97M-V/def2-TZVPD
H 1.72 0.97 -1.22
N 0.91 0.54 -0.82
C 0.63 1.02 0.31
N 1.27 2.12 0.94
N -0.34 0.48 1.17
C -1.22 -0.49 0.55
H 1.62 1.86 1.86
H 2.01 2.51 0.37
H -0.85 1.23 1.60
H -1.13 -0.63 -0.52
H -1.03 -1.52 0.89
H -2.27 -0.20 0.60
O -0.88 -2.96 -1.71
H -1.44 -3.08 -2.49
H -0.47 -2.12 -1.86
```

* net charge: 0
* spin multiplicity: 1
* SMILES: [H]/N=C(\N)NC.O
* HOMO: -9.37 eV

---

--- 2 ---
C2H9N3O | ωB97M-V/def2-TZVPD

XYZ file:
```
15
C2H9N3O ωB97M-V/def2-TZVPD
H -2.04 0.51 0.78
N -1.14 0.14 1.09
C -0.24 0.63 0.31
N 1.06 0.49 0.67
N -0.43 1.17 -0.96
C 0.22 0.65 -2.13
H 1.83 0.39 0.04
H 1.23 0.23 1.62
H -1.31 1.61 -1.18
H 0.16 1.37 -2.94
H -0.19 -0.29 -2.52
H 1.28 0.42 -1.98
O -0.03 -2.30 2.75
H -0.34 -1.80 1.98
H -0.04 -3.22 2.46
```

* net charge: 0
* spin multiplicity: 1
* SMILES: [H]/N=C(/N)NC.O
* HOMO: -8.84 eV

---

From most stable to least stable, the computed energies give 1, 2.

---

--- 1 ---
C8H15N2 | ωB97M-V/def2-TZVPD

XYZ file:
```
25
C8H15N2 ωB97M-V/def2-TZVPD
C -2.63 1.42 0.03
C -1.42 0.86 0.01
C -0.12 1.54 0.20
C 0.95 0.40 0.04
C 1.93 0.21 1.23
C 1.74 0.40 -1.35
C 0.10 -0.81 -0.01
N 0.61 -1.98 -0.12
N -1.14 -0.50 -0.01
C -2.21 -1.48 0.23
H -3.58 0.87 -0.17
H -2.69 2.48 -0.04
H -0.01 2.28 -0.62
H 0.01 2.13 1.07
H 2.39 1.13 1.34
H 2.70 -0.46 0.87
H 1.49 -0.05 2.30
H 2.23 1.28 -1.28
H 1.01 0.36 -2.12
H 2.34 -0.52 -1.46
H 1.56 -2.03 -0.41
H 0.02 -2.72 -0.39
H -1.74 -2.47 0.54
H -2.72 -1.38 1.23
H -2.90 -1.48 -0.68
```

* net charge: +1
* spin multiplicity: 1
* SMILES: C=C1CC(C)(C)C(=[NH2+])N1C
* HOMO: -13.09 eV

---

--- 2 ---
C8H15N2 | ωB97M-V/def2-TZVPD

XYZ file:
```
25
C8H15N2 ωB97M-V/def2-TZVPD
C 2.60 0.49 0.09
N 1.64 1.62 0.00
C 0.35 1.49 -0.27
C -0.38 2.79 0.20
C -0.42 0.41 -0.73
C 0.02 -0.77 -1.46
C -0.43 -2.04 -1.22
C -1.73 -2.17 -0.44
C -1.71 -1.41 0.79
N -1.02 -1.65 1.88
H 1.98 -0.42 -0.27
H 3.50 0.52 -0.65
H 2.90 0.26 1.15
H 2.10 2.51 0.05
H 0.29 3.46 0.77
H -1.25 2.37 0.92
H -0.81 3.43 -0.63
H -1.47 0.51 -0.86
H 0.88 -0.54 -2.08
H -0.19 -2.87 -1.81
H -2.52 -1.82 -1.08
H -1.87 -3.18 -0.22
H -2.44 -0.62 1.02
H -0.91 -0.89 2.56
H -0.28 -2.25 1.89
```

* net charge: +1
* spin multiplicity: 1
* SMILES: CN/C(C)=C\C=C/CC=[NH2+]
* HOMO (alpha / beta): -11.32 / -11.32 eV

---

From most stable to least stable, the computed energies give 1, 2.

---

--- 1 ---
C3H6NO | ωB97M-V/def2-TZVPD

XYZ file:
```
11
C3H6NO ωB97M-V/def2-TZVPD
C -0.46 -0.22 -1.16
C 0.48 -0.36 0.04
C -1.15 -1.35 -0.46
N 0.25 0.75 0.99
O -0.28 -1.44 0.51
H -0.98 0.72 -1.31
H -0.15 -0.60 -2.13
H 1.53 -0.62 -0.11
H 0.84 1.53 0.65
H 0.63 0.50 1.92
H -0.72 1.07 1.06
```

* net charge: +1
* spin multiplicity: 1
* HOMO: -13.22 eV

---

--- 2 ---
C3H6NO | ωB97M-V/def2-TZVPD

XYZ file:
```
11
C3H6NO ωB97M-V/def2-TZVPD
C 1.18 -0.82 1.07
C 0.46 -0.99 -0.05
N -0.03 -0.46 -1.06
C -0.76 0.98 -0.65
O -0.94 0.98 0.66
H 0.91 -1.42 2.02
H 2.26 -0.47 1.13
H -0.02 -0.77 -2.02
H 0.13 1.53 -0.81
H -1.72 1.26 -1.25
H -1.47 0.20 0.96
```

* net charge: +1
* spin multiplicity: 1
* SMILES: C=C=[NH+]CO
* HOMO: -15.81 eV

---

From most stable to least stable, the computed energies give 2, 1.

---

--- 1 ---
C9H17N2 | ωB97M-V/def2-TZVPD

XYZ file:
```
28
C9H17N2 ωB97M-V/def2-TZVPD
C 0.78 0.75 0.59
C -0.14 1.62 1.00
C -0.64 -1.37 -2.14
C -0.72 -2.14 0.19
C -1.40 -1.22 -0.88
C 0.70 -0.11 -0.62
C 0.03 2.32 2.33
C -1.50 1.61 0.41
C 1.94 -0.20 -1.54
N -0.42 -0.26 -1.34
N 0.71 -1.82 0.18
H 1.77 0.72 1.19
H 0.00 -2.15 -2.13
H -1.08 -1.16 -3.07
H -1.22 -1.97 1.06
H -1.02 -3.08 -0.12
H -2.51 -1.13 -0.74
H -0.09 3.35 2.03
H -0.77 2.19 2.96
H 0.90 2.03 2.71
H -2.16 0.77 0.60
H -1.93 2.61 0.58
H -1.48 1.57 -0.62
H 2.19 0.92 -1.69
H 1.77 -0.72 -2.39
H 2.62 -0.71 -0.90
H 1.21 -1.85 1.06
H 1.22 -2.43 -0.45
```

* net charge: +1
* spin multiplicity: 1
* HOMO: -13.21 eV

---

--- 2 ---
C9H17N2 | ωB97M-V/def2-TZVPD

XYZ file:
```
28
C9H17N2 ωB97M-V/def2-TZVPD
C -0.56 2.49 -0.14
N -0.40 1.30 0.67
C -0.74 1.50 1.95
C -0.68 0.31 2.61
N -0.22 -0.60 1.63
C -0.06 -1.98 1.90
C -0.05 0.06 0.46
C 0.30 -0.42 -0.95
C 1.63 0.19 -1.42
C -0.81 0.11 -1.94
C 0.53 -1.88 -1.09
H -0.54 3.41 0.48
H 0.41 2.57 -0.79
H -1.49 2.44 -0.78
H -1.04 2.41 2.33
H -0.62 0.14 3.57
H -0.86 -2.49 1.40
H 0.84 -2.46 1.65
H -0.02 -2.11 2.99
H 1.99 -0.03 -2.51
H 1.73 1.32 -1.48
H 2.38 -0.17 -0.80
H -1.15 -0.80 -2.39
H -1.66 0.45 -1.46
H -0.69 0.95 -2.51
H 1.02 -1.92 -1.99
H 1.17 -2.29 -0.36
H -0.37 -2.51 -1.02
```

* net charge: +1
* spin multiplicity: 1
* SMILES: Cn1cc[n+](C)c1C(C)(C)C
* HOMO: -13.67 eV

---

From most stable to least stable, the computed energies give 2, 1.